1.
The following is a quantum chemistry calculation of a structure of composition C16H39F3InN4O5, from the Open Molecules 2025 dataset.

Values from the calculation:
total charge	-1
gap between HOMO and LUMO	7.68	eV

Element x y z (Å)
O -3.653 5.081 -0.442
C -2.947 4.126 -0.322
F -2.510 3.486 -1.440
N -2.455 3.584 0.861
In -0.247 3.716 1.044
C 0.113 5.136 2.711
C -0.036 6.581 2.301
F -0.848 6.729 1.144
C -2.954 2.367 1.197
O -2.964 1.825 2.268
F -3.577 1.714 0.140
H 0.501 4.154 -0.483
H 0.310 2.122 1.580
H 1.111 4.977 3.126
H -0.621 4.886 3.483
H -0.521 7.191 3.071
H 0.936 7.021 2.064
C -2.180 -3.355 -1.012
C -3.101 -2.184 -0.678
C -4.528 -2.353 -1.220
O -4.673 -2.133 -2.611
C -4.295 -3.210 -3.441
N -2.469 -0.939 -1.103
H -1.842 -3.313 -2.049
H -1.292 -3.324 -0.382
H -2.679 -4.315 -0.852
H -3.194 -2.143 0.412
H -5.165 -1.606 -0.743
H -4.926 -3.345 -0.958
H -4.522 -4.176 -2.975
H -3.233 -3.176 -3.696
H -4.863 -3.127 -4.368
H -3.014 -0.150 -0.767
H -2.532 -0.885 -2.116
C 5.863 2.933 6.330
C 4.768 3.993 6.274
C 3.506 3.555 5.519
O 3.630 3.549 4.115
C 4.230 2.394 3.558
N 5.334 5.237 5.743
H 6.396 2.858 5.382
H 6.595 3.192 7.094
H 5.451 1.951 6.569
H 4.453 4.193 7.303
H 2.715 4.279 5.733
H 3.156 2.577 5.874
H 3.984 1.497 4.133
H 5.317 2.507 3.500
H 3.839 2.279 2.549
H 4.643 5.978 5.818
H 5.464 5.112 4.743
C 1.543 -5.702 -4.789
C 0.156 -6.265 -4.500
C -0.925 -5.803 -5.487
O -1.379 -4.482 -5.288
C -0.573 -3.460 -5.847
N -0.196 -5.971 -3.110
H 1.629 -4.663 -4.471
H 2.296 -6.268 -4.242
H 1.781 -5.756 -5.854
H 0.216 -7.354 -4.602
H -1.807 -6.432 -5.341
H -0.594 -5.938 -6.526
H -0.122 -3.784 -6.790
H 0.214 -3.139 -5.161
H -1.221 -2.606 -6.041
H -1.065 -6.442 -2.876
H -0.425 -4.982 -3.054


2.
The following is a quantum chemistry calculation of a structure of composition C10H22N2O5ReSSi, from the Open Molecules 2025 dataset.

Values from the calculation:
multiplicity	2
total charge	+2
gap between HOMO and LUMO (alpha / beta)	7.81 / 7.39	eV

Element x y z (Å)
Re -0.179 -0.648 0.317
O -1.386 -2.212 4.030
C -0.702 -1.989 2.959
O -1.130 -1.243 2.057
C 0.644 -2.671 2.946
O 1.198 -2.646 1.656
C 0.914 -3.800 0.856
C -0.425 -3.588 0.171
O -1.353 -4.317 0.173
O -0.454 -2.338 -0.442
H -2.236 -1.734 4.047
H 0.547 -3.680 3.349
H 1.296 -2.100 3.613
H 0.875 -4.722 1.434
H 1.704 -3.858 0.109
C 2.969 0.525 -1.093
N 2.492 1.878 -0.801
C 1.617 2.253 0.110
S 0.852 1.140 1.268
N 1.309 3.523 0.270
C 1.879 4.618 -0.516
H 4.032 0.575 -1.312
H 2.455 0.114 -1.963
H 2.826 -0.121 -0.233
H 2.895 2.611 -1.369
H 0.670 3.751 1.016
H 2.958 4.681 -0.363
H 1.433 5.548 -0.180
H 1.659 4.488 -1.576
C -3.475 -0.760 -1.062
Si -1.939 0.243 -1.260
C -2.211 2.010 -0.737
C -0.992 0.073 -2.855
H -4.166 -0.528 -1.878
H -3.973 -0.514 -0.123
H -3.285 -1.833 -1.085
H -2.925 2.479 -1.423
H -1.302 2.613 -0.752
H -2.650 2.052 0.261
H -1.642 0.394 -3.676
H -0.707 -0.962 -3.053
H -0.093 0.695 -2.889